Entry 1:
Computed, not measured: a structure of composition H4NaO6S, with ωB97M-V/def2-TZVPD.

Each line ends with the natural charge from an NBO analysis.
Positions of all 12 atoms, in Å:
Na: 0.00666 0.81193 0.11447  0.96
S: -0.84758 -1.88726 -0.22343  2.54
O: -1.36465 -0.92820 0.78169  -1.03
O: -1.84958 -2.20177 -1.19841  -0.72
O: 0.33048 -1.24893 -0.86959  -1.03
O: -0.45834 -3.09468 0.41661  -0.73
O: 1.88189 0.22548 1.77173  -0.96
H: 1.71498 0.56386 2.65143  0.48
H: 2.61719 -0.37736 1.88199  0.49
O: -0.70713 2.45273 -1.48520  -0.97
H: -0.22586 2.35914 -2.30730  0.49
H: -1.09809 3.32508 -1.53395  0.49

Expectation value of S²: 0.760
Molecular weight in Da: 155.08
Energy in a.u.: -1014.331322
Spin multiplicity: 2
HOMO-LUMO gap (spin up / spin down) in eV: 9.2 / 6.6

Entry 2:
Computed, not measured: a cluster of 2 separate species, C2HCl2NO2 in total, with ωB97M-V/def2-TZVPD.

Each line ends with the natural charge from an NBO analysis.
Positions of all 8 atoms, in Å:
C: 0.27293 -0.03340 1.47743  0.00
C: -0.18169 2.11439 -0.86562  0.07
N: -0.87377 0.05509 1.58269  0.21
O: 0.63343 1.31521 -0.53179  -0.28
O: -2.02709 -0.05610 1.46343  -0.34
Cl: -1.05469 2.03017 -2.40807  0.03
Cl: -0.72835 3.49043 0.02370  0.04
H: 1.30826 -0.23457 1.53774  0.26

Expectation value of S²: 2.013
Molecular weight in Da: 141.94
Energy in a.u.: -1202.133686
Spin multiplicity: 3
HOMO-LUMO gap (spin up / spin down) in eV: 7.0 / 5.6

Entry 3:
Computed, not measured: a structure of composition C54H58N5O3P2STeTl, with ωB97M-V/def2-TZVPD.

Each line ends with the Löwdin charge.
Positions of all 125 atoms, in Å:
Tl: -0.32185 0.41113 0.09143  0.77
O: 6.33130 -0.50538 3.99233  -0.05
C: 5.20764 -0.49600 4.52149  -0.69
O: 4.85289 -0.33884 5.70225  -0.05
C: 4.02269 -0.73257 3.52451  -0.09
C: 4.25352 -1.10764 2.21706  0.04
C: 3.16679 -1.35746 1.38440  -0.20
N: 1.90279 -1.14050 1.77699  0.14
C: 1.67166 -0.76324 3.04220  -0.20
C: 2.71523 -0.59549 3.94911  0.04
C: 0.25222 -0.58872 3.47548  -0.20
C: -0.03957 -0.37941 4.82749  -0.01
C: -1.35409 -0.24240 5.23428  -0.07
C: -2.36466 -0.32751 4.29208  -0.08
C: -2.00180 -0.51801 2.97086  -0.17
N: -0.74137 -0.62691 2.56845  0.05
C: 3.36944 -1.89888 0.01500  -0.23
C: 4.53608 -2.59974 -0.30384  -0.01
C: 4.68848 -3.10806 -1.58074  -0.07
C: 3.67113 -2.92675 -2.50375  -0.08
C: 2.53911 -2.23852 -2.09901  -0.16
N: 2.39644 -1.73738 -0.87821  0.10
H: 5.28281 -1.18842 1.89353  0.11
H: 2.57148 -0.33780 4.98925  0.10
H: 0.75763 -0.34289 5.55521  0.11
H: -1.58772 -0.07283 6.27775  0.11
H: -3.40516 -0.24073 4.57446  0.11
H: -2.74236 -0.56023 2.17756  0.11
H: 5.29370 -2.76103 0.44959  0.11
H: 5.58029 -3.66340 -1.84321  0.10
H: 3.75205 -3.31972 -3.50802  0.10
H: 1.69038 -2.10112 -2.75922  0.10
C: 3.43715 1.88514 -4.55608  -0.32
P: 1.94825 1.91216 -3.43990  0.83
C: 2.82190 2.53298 -1.93355  -0.29
C: 1.22592 3.48965 -4.11612  -0.44
C: -0.18579 3.85523 -3.57897  -0.42
P: -0.98321 2.54051 -2.50263  0.76
C: -2.52031 3.45332 -2.04419  -0.28
C: -1.69544 1.47555 -3.82243  -0.27
H: 3.89810 2.87317 -4.62588  0.03
H: 3.14738 1.55405 -5.55484  0.02
H: 4.16770 1.17948 -4.16165  0.03
H: 2.97044 3.61365 -1.96791  0.03
H: 3.79255 2.04080 -1.86292  0.03
H: 2.25212 2.27506 -1.04101  -0.01
H: 1.18520 3.35455 -5.19987  0.07
H: 1.93666 4.29590 -3.91469  0.06
H: -0.86546 4.07320 -4.40715  0.07
H: -0.11316 4.75513 -2.96317  0.06
H: -3.02464 3.85961 -2.92377  0.04
H: -2.29325 4.26051 -1.34637  0.03
H: -3.16929 2.73370 -1.54319  0.02
H: -2.29589 2.06474 -4.51765  0.04
H: -2.32173 0.72045 -3.34594  0.02
H: -0.88436 0.98186 -4.35615  0.02
C: -0.73770 -9.98548 -2.67883  -0.06
C: -0.88170 -8.52927 -2.32511  -0.28
C: 0.00907 -7.58062 -2.80391  -0.03
C: -0.12588 -6.22940 -2.49306  -0.32
C: 0.87120 -5.26055 -3.07600  -0.11
C: -1.16375 -5.79487 -1.65670  -0.29
Te: -1.31079 -3.50896 -1.32742  1.58
N: -1.98612 -1.50207 -0.90471  -0.25
C: -2.99292 -0.68513 -1.04756  -0.70
O: -2.96259 0.50782 -0.61807  -0.20
C: -4.28454 -1.10603 -1.72349  -0.17
C: -5.44651 -0.44688 -1.32853  -0.03
C: -6.66522 -0.75561 -1.90919  -0.09
C: -6.73178 -1.72443 -2.90128  -0.10
C: -5.57698 -2.37386 -3.30958  -0.09
C: -4.35641 -2.06682 -2.72444  -0.06
C: -1.43246 -3.76872 0.77810  -0.35
C: -2.60296 -3.52359 1.49703  -0.31
C: -3.93145 -3.23150 0.85330  -0.07
C: -2.56437 -3.57543 2.89035  -0.04
C: -1.40322 -3.86830 3.58333  -0.27
C: -1.38026 -3.91394 5.08679  -0.04
C: -0.25178 -4.13293 2.85107  -0.01
C: -0.24868 -4.08508 1.46481  -0.28
C: 1.02535 -4.38936 0.72678  -0.07
C: -2.08056 -6.74754 -1.20037  -0.29
C: -3.24985 -6.32476 -0.34946  -0.06
C: -1.92780 -8.09084 -1.52423  -0.03
H: 0.15972 -10.15472 -3.27290  0.07
H: -1.60183 -10.32699 -3.25220  0.08
H: -0.67618 -10.59972 -1.77885  0.08
H: 0.83033 -7.89901 -3.43896  0.11
H: 1.58644 -5.78346 -3.71238  0.07
H: 1.41998 -4.74109 -2.28984  0.04
H: 0.36419 -4.50136 -3.67398  0.06
H: -5.35817 0.31430 -0.56528  0.11
H: -7.56092 -0.23622 -1.59152  0.10
H: -7.68355 -1.96277 -3.35985  0.09
H: -5.62889 -3.12215 -4.09071  0.10
H: -3.45760 -2.57291 -3.05038  0.06
H: -3.87395 -3.32868 -0.22687  0.02
H: -4.25351 -2.21275 1.08147  0.08
H: -4.69140 -3.91840 1.23205  0.09
H: -3.47702 -3.37286 3.44314  0.12
H: -2.37997 -3.77288 5.49695  0.07
H: -0.72905 -3.13195 5.48228  0.07
H: -0.99815 -4.87382 5.43781  0.08
H: 0.66957 -4.37215 3.37163  0.12
H: 1.82962 -4.62313 1.42427  0.09
H: 1.32030 -3.52273 0.13399  0.03
H: 0.87952 -5.23824 0.05549  0.07
H: -3.71610 -5.43314 -0.77030  0.06
H: -2.91299 -6.08222 0.66060  0.08
H: -3.99899 -7.11494 -0.28874  0.07
H: -2.64330 -8.81649 -1.14832  0.11
S: -0.93556 4.31215 3.83214  1.05
C: -1.23859 2.91718 2.81886  -0.43
N: -0.80580 2.98407 1.61670  0.01
C: -0.20420 4.20134 1.36772  -0.31
C: 0.32743 4.61562 0.14848  -0.03
C: 0.86897 5.87985 0.04982  -0.08
C: 0.91219 6.73209 1.15636  -0.09
C: 0.40106 6.33764 2.37785  -0.09
C: -0.16754 5.07348 2.47420  -0.47
H: -1.76163 2.06229 3.22257  0.06
H: 0.28178 3.93324 -0.68834  0.05
H: 1.26641 6.22213 -0.89748  0.10
H: 1.35235 7.71573 1.05862  0.10
H: 0.44207 6.99389 3.23669  0.11

Expectation value of S²: 0.763
Net charge: -1
Molecular weight in Da: 1251.09
Energy in a.u.: -4113.523824
Spin multiplicity: 2
HOMO-LUMO gap (spin up / spin down) in eV: 6.9 / 6.7

Entry 4:
Computed, not measured: a structure of composition C13H19NSiTi, with ωB97M-V/def2-TZVPD.

Each line ends with the natural charge from an NBO analysis.
Positions of all 35 atoms, in Å:
C: 0.06277 -1.31330 -1.91904  -0.35
C: -1.26447 -1.36098 -1.36646  -0.32
C: -1.19477 -2.04989 -0.10668  -0.36
C: 0.17945 -2.36388 0.15407  -0.34
C: 0.97108 -1.86749 -0.94418  -0.36
Ti: 0.04017 -0.04409 0.01847  0.68
C: -0.96658 1.61352 -0.92976  -0.90
C: 0.39099 1.87731 -1.45114  0.24
C: 0.74575 2.63931 -2.53144  -0.70
N: 1.41861 1.11183 -0.68579  -0.87
H: -2.04921 -2.32147 0.51039  0.21
H: -2.17270 -1.00047 -1.84548  0.21
H: 0.56736 -2.90094 1.01673  0.21
H: 2.04867 -1.97182 -1.05940  0.21
H: 0.32855 -0.99000 -2.92499  0.21
H: -1.73264 1.37468 -1.67252  0.18
H: 2.38170 1.33557 -0.89949  0.34
H: -1.30881 2.31672 -0.15498  0.21
H: -0.05238 3.07316 -3.13176  0.17
H: 1.79096 2.74888 -2.81652  0.16
C: 1.53161 -0.88328 5.75381  -1.14
Si: -0.01373 0.00721 5.16537  1.60
C: -1.54440 -0.88893 5.77675  -1.11
C: -0.00055 1.78254 5.76942  -1.11
C: -0.06426 0.01710 3.31608  -0.81
C: -0.06980 0.02730 2.06430  -0.24
H: 1.58418 -0.91911 6.85064  0.19
H: 2.43822 -0.38167 5.39000  0.23
H: 1.55447 -1.91606 5.38129  0.23
H: -1.59254 -0.92119 6.87340  0.20
H: -2.45149 -0.39082 5.40994  0.23
H: -1.56133 -1.92173 5.40417  0.23
H: 0.88716 2.31308 5.40040  0.23
H: -0.88378 2.32066 5.40107  0.24
H: 0.00064 1.83954 6.86610  0.20

Expectation value of S²: 2.013
Net charge: -2
Molecular weight in Da: 265.25
Energy in a.u.: -1700.314796
Spin multiplicity: 3
HOMO-LUMO gap (spin up / spin down) in eV: 2.2 / 5.0

Entry 5:
Computed, not measured: a cluster of 2 separate species, C5H5NS in total, with ωB97M-V/def2-TZVPD.

Each line ends with the natural charge from an NBO analysis.
Positions of all 12 atoms, in Å:
C: -2.34331 -2.22224 -0.49198  -0.49
C: -2.03141 -1.50335 0.40209  0.00
C: 1.14421 0.59841 -0.00779  -0.17
C: 1.66269 -0.55490 0.23848  -0.44
C: -0.20793 0.87640 0.90460  -0.31
N: -0.34991 -0.27799 1.68265  -0.50
S: 0.87860 -1.37828 1.55808  0.70
H: -2.98600 -2.84149 -1.19435  0.25
H: 1.40367 1.35706 -0.68814  0.22
H: 2.54661 -1.00276 -0.17952  0.25
H: 0.05945 1.85714 1.38341  0.24
H: -1.05410 1.26725 0.34680  0.26

Molecular weight in Da: 111.17
Energy in a.u.: -646.180332
HOMO-LUMO gap (spin up / spin down) in eV: 8.2 / 6.8